The following is a DFT calculation (ωB97M-V/def2-TZVPD) of a 3-piece molecular cluster, C23H51BBrIN4O5PS overall.

Results
Total energy, eV: -139810.5725
2S+1: 1
Charge: +1
LUMO, eV: -3.533

Positions of all 88 atoms, in Å:
C -0.5031 4.1431 3.3036
C 0.6931 4.0451 2.2079
C 1.8619 3.1526 2.8562
C 2.8281 2.4152 1.7985
C 3.0580 3.4808 0.5866
C 2.2942 0.9917 1.2710
C 3.5513 0.3757 0.4972
C 3.3625 0.1906 -1.0733
O 3.3820 -0.9520 -1.5451
Br 3.1371 1.6844 -2.3750
N 1.0176 1.2765 0.5693
C -0.0882 0.5583 1.1910
N -1.1734 0.1768 0.5486
C -1.4491 0.4527 -0.9117
S -1.4731 2.2584 -1.3387
C -3.2441 2.7574 -1.7479
C -3.6188 4.0175 -0.7776
N 0.3729 0.3800 2.5635
B -0.4988 -0.3188 3.5448
O 0.0733 -1.1239 4.6242
N -2.0112 -0.2228 3.5454
C -2.5421 -1.5055 4.1010
C -2.4698 0.9754 4.3374
C 1.7773 -0.0972 2.3741
I 1.4247 -2.1537 1.6118
P 3.0328 0.0386 3.7955
O 3.1665 -1.3856 4.4058
H -0.7162 5.2553 3.4925
H -1.4224 3.5746 2.9497
H -0.1757 3.7208 4.3195
H 0.3306 3.6954 1.1901
H 1.1067 5.1135 2.0990
H 2.5369 3.8861 3.4400
H 1.4413 2.4466 3.6655
H 3.8609 2.3422 2.3094
H 2.1440 3.5973 -0.0784
H 3.9615 3.0954 -0.0059
H 3.4029 4.4583 1.0738
H 4.4399 1.0982 0.6367
H 3.9262 -0.6296 0.9074
H 1.0141 1.3718 -0.4529
H -1.9004 -0.3501 1.0499
H -2.5035 0.0477 -1.1443
H -0.7455 -0.1814 -1.5678
H -3.3294 3.0279 -2.8511
H -3.9135 1.8601 -1.5228
H -2.7028 4.2537 -0.1309
H -4.4330 3.6296 -0.0799
H -3.9395 4.8930 -1.4275
H 0.1700 -0.4667 5.3591
H -1.9631 -2.3789 3.6336
H -3.6313 -1.6416 3.7590
H -2.5142 -1.5840 5.2363
H -3.2177 0.5873 5.1174
H -1.6109 1.5686 4.8132
H -3.0676 1.6442 3.6165
H 4.3332 0.3449 3.2513
H 2.6553 0.9708 4.8120
C -2.8505 -0.9792 -4.1448
C -4.2705 -0.4693 -3.9858
O -4.4753 0.8156 -4.5499
C -4.2501 0.9407 -5.9491
C -5.1510 0.0556 -6.7917
H -2.1365 -0.2599 -3.7306
H -2.7279 -1.9356 -3.6308
H -2.5894 -1.1297 -5.1946
H -4.4930 -0.3779 -2.9191
H -4.9930 -1.1830 -4.3931
H -3.1948 0.7659 -6.1805
H -4.4530 1.9853 -6.2007
H -4.9575 -1.0049 -6.6113
H -4.9892 0.2476 -7.8544
H -6.2020 0.2386 -6.5550
C 3.5264 -7.1552 -0.3724
C 3.0469 -6.6436 -1.7202
O 2.2966 -5.4391 -1.6365
C 2.9668 -4.3128 -1.0900
C 4.1950 -3.8964 -1.8794
H 2.6841 -7.2780 0.3145
H 4.0323 -8.1162 -0.4869
H 4.2294 -6.4616 0.0958
H 2.3839 -7.3899 -2.1629
H 3.8843 -6.5213 -2.4145
H 3.2145 -4.4916 -0.0381
H 2.2434 -3.4896 -1.1020
H 4.9664 -4.6706 -1.8605
H 4.6265 -2.9870 -1.4631
H 3.9384 -3.7191 -2.9267


The following is a DFT calculation (ωB97M-V/def2-TZVPD) of C39H54FeN6O as an isolated structure.

Results
Total energy, eV: -86698.7372
2S+1: 2
Charge: -1
LUMO (spin up / spin down), eV: 2.624 / 2.496

Positions of all 101 atoms, in Å:
Fe 0.5451 0.0518 -0.4258
C 1.1263 5.8282 -2.8505
C 0.0787 5.4969 -1.7835
C 0.4367 4.2835 -0.9847
C 1.0402 4.2257 0.2223
C 1.5033 5.3502 1.0931
C 2.9809 5.6947 0.8819
C 1.2600 2.8063 0.5149
C 2.0124 2.3404 1.5861
C 2.4706 1.0164 1.6745
C 3.4887 0.5579 2.6155
C 4.1858 1.4386 3.6036
C 5.3116 2.2613 2.9697
C 3.6948 -0.7571 2.3555
C 2.7888 -1.1158 1.2799
C 2.6455 -2.3583 0.7493
C 1.7080 -2.7796 -0.2221
N 0.7026 -1.9672 -0.7035
C -0.0579 -2.7498 -1.4897
C -1.3422 -2.2481 -2.0809
C -1.1731 -0.9080 -2.7459
N -0.6020 0.1357 -2.0987
C -0.6893 1.2057 -2.9612
C -0.3462 2.5340 -2.5851
C 0.2352 2.9067 -1.4226
N 0.7376 2.0377 -0.4606
C -1.3200 0.8259 -4.1531
C -1.6247 -0.5393 -4.0176
C -2.3197 -1.4209 -5.0105
C -3.8425 -1.4430 -4.8510
C -1.6577 1.7295 -5.3003
C -2.9368 2.5424 -5.0695
C 0.4452 -4.0611 -1.5657
C 1.5794 -4.0824 -0.7438
C 2.5121 -5.2297 -0.4870
C 3.2824 -5.6782 -1.7315
C -0.1596 -5.1935 -2.3460
C -0.6250 -6.3734 -1.4886
N 2.0698 0.0097 0.8867
C 4.6886 -1.6798 2.9874
C 5.9608 -1.8328 2.1485
H 0.8516 6.7237 -3.4127
H 1.2342 4.9999 -3.5517
H 2.1012 5.9970 -2.3905
H -0.8906 5.3457 -2.2675
H -0.0411 6.3524 -1.1133
H 1.3408 5.0863 2.1420
H 0.8938 6.2379 0.9015
H 3.6045 4.8134 1.0380
H 3.3111 6.4773 1.5691
H 3.1517 6.0412 -0.1388
H 2.3983 3.0610 2.2944
H 4.5938 0.8307 4.4159
H 3.4608 2.1169 4.0634
H 6.0777 1.6044 2.5539
H 5.7851 2.9225 3.6995
H 4.9240 2.8710 2.1522
H 3.3065 -3.1219 1.1431
H -1.6718 -2.9444 -2.8559
H -0.6281 3.3234 -3.2744
H -1.9403 -2.4436 -4.9253
H -2.0708 -1.0968 -6.0261
H -4.1158 -1.7972 -3.8551
H -4.3188 -2.0945 -5.5889
H -4.2565 -0.4393 -4.9649
H -0.8298 2.4184 -5.4946
H -1.7747 1.1363 -6.2122
H -2.8235 3.1948 -4.1998
H -3.7827 1.8793 -4.8766
H -3.1835 3.1690 -5.9310
H 1.9662 -6.0850 -0.0763
H 3.2349 -4.9473 0.2812
H 2.6053 -6.0379 -2.5072
H 3.9833 -6.4839 -1.4974
H 3.8446 -4.8413 -2.1491
H 0.5421 -5.5572 -3.1047
H -1.0203 -4.8208 -2.9049
H 0.2163 -6.8907 -1.0259
H -1.1744 -7.1047 -2.0873
H -1.2793 -6.0234 -0.6882
H 4.9518 -1.3071 3.9808
H 4.2363 -2.6637 3.1388
H 6.6544 -2.5440 2.6030
H 6.4709 -0.8733 2.0473
H 5.7170 -2.1821 1.1444
N -0.5700 -0.2931 1.2850
H -0.0657 -1.0397 1.7498
H -1.5614 -0.4868 1.2679
H -0.4467 0.5674 1.8097
C -3.4032 3.6935 -0.0408
C -2.8970 2.2675 -0.0655
N -3.1716 1.5539 -1.1871
O -2.3189 1.7741 0.8866
H -3.4602 4.1318 -1.0375
H -2.7353 4.2836 0.5824
H -4.4000 3.7073 0.4032
H -3.3868 2.0415 -2.0393
H -2.6490 0.6903 -1.2933
C -2.4418 -2.1655 -1.0661
H -3.4698 -2.0792 -1.3973
H -2.2116 -1.9159 -0.0423


The following is a DFT calculation (ωB97M-V/def2-TZVPD) of C45H36BaClFN2O8PS3 as an isolated structure.

Results
Total energy, eV: -124334.8747
2S+1: 1
Charge: -1
LUMO, eV: 1.967

Positions of all 98 atoms, in Å:
Ba -16.7261 -18.6097 6.9084
N -19.2324 -17.6984 8.1144
C -20.6175 -17.9288 7.9249
C -21.4773 -17.7883 9.0210
C -22.8479 -17.9788 8.8193
C -23.3418 -18.1900 7.5340
C -22.4357 -18.3598 6.4447
C -21.0597 -18.3005 6.5870
P -19.8541 -18.3306 5.3111
C -19.9473 -16.5613 4.7087
C -21.0327 -15.7100 4.9533
C -21.0072 -14.3732 4.5295
C -19.9946 -13.9126 3.6778
C -19.0078 -14.8041 3.3156
C -18.9491 -16.0500 3.8701
C -20.6610 -19.2186 3.9621
C -20.1032 -20.4451 3.6004
C -20.5513 -21.1305 2.4728
C -21.6362 -20.6755 1.7713
C -22.2232 -19.4847 2.1414
C -21.7187 -18.7191 3.2033
H -19.1259 -17.5498 9.1103
H -18.9504 -16.8012 7.7483
H -21.0527 -17.5451 9.9912
H -23.5426 -17.9036 9.6869
H -24.4075 -18.2504 7.4787
H -22.8356 -18.8448 5.5689
H -21.7937 -15.9967 5.6545
H -21.8329 -13.7488 4.9793
H -20.0198 -12.9016 3.4240
H -18.2051 -14.4886 2.6995
H -18.1588 -16.7513 3.6392
H -19.1616 -20.7992 4.1511
H -19.9568 -21.9704 2.2026
H -21.9844 -21.2281 0.9017
H -23.0602 -19.0538 1.5266
H -22.0584 -17.6854 3.3418
C -11.4896 -20.4987 1.1206
C -12.7780 -20.0460 0.5188
C -12.5144 -19.1515 -0.7705
C -12.0568 -17.7597 -0.4700
C -12.7692 -17.1360 0.7414
C -12.7450 -15.7899 0.9402
C -13.2428 -15.2220 2.1245
F -13.2317 -13.8496 2.2028
C -13.8002 -15.9253 3.1203
C -13.9607 -17.3516 2.8828
C -14.7839 -18.1544 3.8393
O -15.2690 -17.5892 4.7806
C -15.0930 -19.4807 3.3593
C -14.5364 -19.9238 2.2066
N -13.6286 -19.2795 1.4709
C -13.3865 -17.9197 1.7486
C -16.2021 -20.3985 3.8529
O -16.7040 -21.2427 3.1542
O -16.3716 -20.3132 5.1060
H -10.8923 -21.0716 0.4117
H -11.8201 -21.0886 1.9818
H -10.8679 -19.6909 1.4921
H -13.4395 -20.8885 0.3003
H -13.4935 -19.1142 -1.2882
H -11.7408 -19.5496 -1.3578
H -12.2089 -17.0591 -1.2523
H -10.9615 -17.8118 -0.1514
H -12.0621 -15.2262 0.3134
H -14.2756 -15.5554 4.0365
H -14.8882 -20.8373 1.8383
O -17.1377 -16.0396 7.0594
C -16.4325 -14.9299 7.5018
C -14.9341 -15.1971 7.7531
C -14.4299 -16.1822 8.5630
C -13.0184 -16.3688 8.5071
C -12.4685 -15.4784 7.6215
S -13.6537 -14.2701 7.0182
C -17.2040 -14.3689 8.7361
C -16.7058 -13.8972 9.8951
C -17.7751 -13.3785 10.7460
C -19.0318 -13.7092 10.2303
S -18.9694 -14.2996 8.6408
C -16.4356 -13.8888 6.3621
C -16.3658 -14.2205 5.0752
C -16.4357 -13.1219 4.2396
C -16.4152 -11.8858 4.8639
S -16.5291 -12.1031 6.5631
H -15.0155 -16.7064 9.3596
H -12.3939 -17.1452 8.9762
H -11.4979 -15.3204 7.2703
H -15.6359 -13.9819 10.1157
H -17.6498 -12.9242 11.7130
H -19.9889 -13.5384 10.6337
H -16.4146 -15.2684 4.9540
H -16.5360 -13.1977 3.1852
H -16.5844 -10.9138 4.4801
O -14.6204 -21.0025 11.0667
Cl -14.6848 -19.9644 10.0684
O -13.3214 -19.4876 9.8184
O -15.2961 -20.4638 8.8493
O -15.5478 -18.8832 10.5067


The following is a DFT calculation (ωB97M-V/def2-TZVPD) of C38H42N6PSZr as an isolated structure.

Results
Total energy, eV: -70412.2562
2S+1: 1
Charge: +3
LUMO, eV: -9.178

Positions of all 89 atoms, in Å:
Zr -0.2244 0.7221 0.9825
N -0.9801 -0.0134 3.1394
C -2.3484 0.3654 3.6477
C -2.3540 1.7860 4.1796
C -2.8016 2.8730 3.2193
C -1.7536 3.5326 2.3499
N -0.5007 2.7485 2.1798
H -0.9751 -1.0437 2.9629
H -0.3345 0.0908 3.9318
H -2.6548 -0.3532 4.4534
H -3.0693 0.2028 2.8126
H -1.3548 2.0481 4.6140
H -3.0050 1.7851 5.0959
H -3.3119 3.6306 3.7866
H -3.6270 2.4745 2.5887
H -1.4616 4.5103 2.7853
H -2.1475 3.7707 1.3568
H -0.1423 2.6045 3.1474
H 0.1961 3.3846 1.7729
N 1.6436 1.9961 -0.0191
C 1.2113 2.9121 -1.0821
C 2.0577 3.8287 -1.7429
C 1.5074 4.6585 -2.7122
C 0.1429 4.6580 -2.9968
C -0.7178 3.6979 -2.3886
C -2.0990 3.6394 -2.6423
C -2.8757 2.7313 -1.8985
C -2.2872 1.9434 -0.9139
N -0.9492 1.8865 -0.7369
C -0.1362 2.7878 -1.4543
H 2.0829 2.5381 0.7206
H 2.3411 1.2914 -0.3902
H 3.1078 3.9011 -1.5126
H 2.2161 5.2535 -3.2891
H -0.2291 5.2285 -3.8311
H -2.5612 4.2362 -3.4175
H -3.9488 2.7707 -1.9507
H -2.8736 1.2922 -0.2642
C 0.0123 -5.8059 -0.4822
C 0.1407 -5.1220 -1.6776
C 0.5151 -3.7922 -1.7201
C 0.8735 -3.0911 -0.5341
C 0.7805 -3.8013 0.6642
C 0.4379 -5.1585 0.6764
P 1.2927 -1.3336 -0.4471
C 1.6658 -0.9257 -2.1505
C 0.6833 -0.9339 -3.1563
C 1.0050 -0.6748 -4.4697
C 2.3114 -0.3314 -4.8201
C 3.2677 -0.1845 -3.8041
C 2.9729 -0.4674 -2.4720
C 2.7675 -1.3994 0.5722
C 3.6910 -2.3640 0.2899
C 4.9058 -2.3925 1.0538
C 5.1253 -1.4821 2.0411
C 4.1209 -0.5500 2.4394
C 4.2764 0.4006 3.4681
C 3.1845 1.2015 3.8430
C 1.9515 1.0299 3.1976
C 1.7772 0.2094 2.0936
C 2.9197 -0.4830 1.6494
H -0.2592 -6.8624 -0.4289
H -0.0566 -5.6310 -2.6284
H 0.5643 -3.3423 -2.7011
H 1.0545 -3.3211 1.6011
H 0.4989 -5.6941 1.5882
H -0.3573 -1.2097 -2.9205
H 0.2954 -0.8111 -5.2901
H 2.5797 -0.1944 -5.8674
H 4.2843 0.0910 -4.0840
H 3.7417 -0.3992 -1.7070
H 3.4967 -3.0882 -0.5045
H 5.6360 -3.1611 0.8467
H 6.0248 -1.5433 2.6512
H 5.2485 0.5107 3.9860
H 3.2632 1.9274 4.6377
H 1.1338 1.5533 3.6764
S -2.3551 -1.1198 0.6230
C -3.4920 -1.7612 -0.4966
N -3.9537 -3.0023 -0.4175
C -4.8306 -3.3333 -1.5089
C -5.0462 -1.9813 -2.2132
N -4.1606 -1.1113 -1.4611
H -3.5724 -3.7113 0.2086
H -5.7907 -3.7766 -1.1603
H -4.3765 -4.0858 -2.1632
H -6.1210 -1.7156 -2.0961
H -4.8080 -2.0256 -3.3068
H -4.1030 -0.1192 -1.6022


The following is a DFT calculation (ωB97M-V/def2-TZVPD) of C40H45F3N7O4ScSi as an isolated structure.

Results
Total energy, eV: -97564.8090
2S+1: 1
Charge: -2
LUMO (spin up / spin down), eV: 3.794 / 3.797

Positions of all 101 atoms, in Å:
Sc 1.1040 0.8998 -0.3678
O 2.9047 -4.2715 -5.4572
C 1.8842 -3.5793 -5.6337
O 1.1367 -3.4931 -6.6280
C 1.4762 -2.6959 -4.4294
C 0.3147 -1.9349 -4.4594
C -0.0358 -1.1762 -3.3561
N 0.7003 -1.1174 -2.2454
C 1.8348 -1.8308 -2.2283
C 2.2478 -2.6377 -3.2740
C 2.6783 -1.6534 -0.9844
O 3.3568 -2.5497 -0.5201
O 2.5739 -0.4552 -0.4741
H -0.2941 -1.9536 -5.3531
H -0.9397 -0.5769 -3.3576
H 3.1597 -3.2129 -3.2078
C -4.1277 2.0154 -2.4981
C -3.2704 0.9237 -2.3796
C -2.1773 0.9824 -1.5390
C -1.9031 2.1287 -0.7803
C -2.7630 3.2253 -0.9042
C -3.8548 3.1581 -1.7582
N -0.7884 2.0949 0.0523
N -0.6645 3.1835 0.8223
C 0.5246 3.2068 1.5364
C 0.6440 4.2655 2.4587
C 1.7837 4.4071 3.2222
C 2.8350 3.5001 3.0721
C 2.7050 2.4626 2.1526
C 1.5659 2.2593 1.3705
H -4.9796 1.9774 -3.1650
H -3.4603 0.0172 -2.9435
H -1.5108 0.1324 -1.4598
H -2.5502 4.1167 -0.3329
H -4.5029 4.0230 -1.8504
H -0.1845 4.9598 2.5477
H 1.8662 5.2277 3.9271
H 3.7425 3.6059 3.6557
H 3.5455 1.7784 2.0550
F 6.8091 -2.0416 5.0988
C 5.7108 -1.4421 5.5983
F 5.3497 -2.1336 6.6968
F 6.0973 -0.2189 6.0187
C 4.6021 -1.3570 4.5830
C 3.2890 -1.6129 4.9380
C 2.3150 -1.4811 3.9564
N 2.5808 -1.1124 2.7083
C 3.8486 -0.8908 2.3741
C 4.8951 -0.9962 3.2786
H 3.0207 -1.9062 5.9428
H 1.2759 -1.6743 4.1873
H 4.0181 -0.6351 1.3350
H 5.9108 -0.8097 2.9584
C -0.7130 1.1938 4.0357
C -1.1023 -0.0640 3.3364
C -1.0621 -1.3352 3.8906
C -1.4247 -2.4418 3.1579
C -1.8207 -2.3265 1.7047
C -1.0942 -3.4423 0.9428
N -1.5519 0.0532 2.0467
H -0.8390 1.0971 5.1151
H -1.3088 2.0399 3.6863
H 0.3304 1.4499 3.8193
H -0.7468 -1.4367 4.9230
H -1.3779 -3.4300 3.5973
H -1.4470 -4.4083 1.2966
H -0.0216 -3.4134 1.1278
H -1.2589 -3.3921 -0.1348
C -1.4351 2.2224 -5.4937
Si 0.2935 2.8210 -5.1209
C 1.4626 2.1309 -6.4037
C 0.3037 4.6899 -5.2610
C 0.7958 2.3235 -3.4615
C 1.0931 1.9310 -2.3410
H -1.7188 2.5035 -6.5123
H -2.1578 2.6482 -4.7951
H -1.4990 1.1357 -5.4108
H 1.2573 2.5727 -7.3831
H 1.3666 1.0469 -6.4880
H 2.4992 2.3462 -6.1389
H 0.0194 5.0070 -6.2683
H 1.2978 5.0850 -5.0429
H -0.3935 5.1317 -4.5469
C -3.7776 -2.2398 0.0400
C -3.3838 -2.4683 1.5003
C -3.8402 -3.8732 1.9155
C -4.1652 -1.4668 2.3594
N -1.3821 -1.0093 1.1384
N -0.0313 -0.9687 0.6653
H -4.8555 -2.3902 -0.0670
H -3.2823 -2.9359 -0.6394
H -3.5411 -1.2274 -0.2800
H -4.9326 -3.8993 1.9303
H -3.4900 -4.1365 2.9153
H -3.5073 -4.6427 1.2188
H -5.2354 -1.6487 2.2271
H -3.9551 -0.4407 2.0692
H -3.9266 -1.5775 3.4184
H -1.4144 0.9351 1.5551
H 0.0155 -1.5584 -0.1611
H 0.6586 -1.2920 1.3566